Entry 1:
Entry from the Open Molecules 2025 dataset: a cluster of 4 separate species, C3H16NO4 in total in a non-equilibrium geometry (the ωB97M-V functional and the def2-TZVPD basis).

The geometry in ORCA input format:
```
! RIJCOSX wB97M-V def2-TZVPD def2/J DEFGRID3
* xyz 1 1
C -0.73024 1.11592 0.69669
C -1.44824 0.78482 -0.64060
C -0.65253 1.46596 -1.77390
O -1.39937 -0.63786 -0.73450
N -1.14667 0.10035 1.73105
H 0.38814 1.03386 0.52443
H -0.93652 2.05776 1.16760
H -2.44263 1.16840 -0.68741
H -1.11278 2.46962 -1.55750
H -0.98167 1.19383 -2.75610
H 0.39868 1.53234 -1.60259
H -0.45052 -0.92152 -0.85183
H -0.76211 -0.83157 1.56259
H -2.16600 0.09087 1.77774
H -0.86886 0.48000 2.60931
H -0.69517 -3.08746 1.27675
H 0.59921 -2.38384 1.01600
O -0.16555 -2.40258 1.67958
H 3.46380 0.39821 -1.26792
H 3.34456 0.95153 0.17131
O 2.83734 0.50603 -0.49165
H 1.82026 -0.94324 -0.33087
H 1.64090 -2.29801 -1.17271
O 1.46598 -1.84341 -0.34550
*
```

Results
**LUMO**: -2.9 eV
**Gap between HOMO and LUMO**: 11.21 eV
**Energy relative to the best compared isomer or geometry (same formula, charge and spin)**: 0.555 eV
**HOMO energy**: -14.154 eV


Entry 2:
Entry from the Open Molecules 2025 dataset: a cluster of 2 separate species, C21H34ClN3O2SSi2 in total in a non-equilibrium geometry (the ωB97M-V functional and the def2-TZVPD basis).

The geometry in ORCA input format:
```
! RIJCOSX wB97M-V def2-TZVPD def2/J DEFGRID3
* xyz 0 1
C -2.79190 2.99665 1.60091
C -2.64592 2.31265 0.09028
C -3.36008 0.82439 -0.08854
C -3.29503 0.00532 -1.50730
C -2.52617 0.74962 -2.77860
C -1.82712 2.22367 -2.59848
C -1.83356 3.06477 -1.15493
C -1.07403 4.54270 -0.98060
N 0.05823 4.40489 0.05865
C -0.11670 5.09021 1.41102
C 0.97488 5.00575 2.65567
C 0.59535 5.77735 4.05019
N -0.80076 6.37073 4.07750
C 2.37939 4.11748 2.46601
C 3.50818 3.93418 3.66857
O 4.48989 2.98967 3.63348
O 3.51360 4.75637 4.92469
C 2.53599 3.42052 0.95359
Cl 4.01272 2.42031 0.45387
C 1.33269 3.60434 -0.19272
S 1.58127 2.72112 -1.86022
H -3.70573 2.55482 2.19205
H -2.88430 4.16335 1.44469
H -1.77362 2.82425 2.17471
H -3.90267 0.34210 0.84705
H -3.78079 -1.05634 -1.58929
H -2.46742 0.17308 -3.81635
H -1.29249 2.71917 -3.53398
H -1.83406 5.39460 -0.63577
H -0.63938 4.82543 -2.04485
H -1.13240 5.70056 1.54469
H 0.63506 4.99584 4.94954
H 1.38958 6.62084 4.32679
H -0.95231 7.05760 3.30626
H -1.47322 5.57959 3.86216
H 2.94674 4.18064 5.55119
H 2.21292 3.57284 -2.78475
C 0.10189 -2.09017 -3.03743
Si 0.61823 -3.39351 -1.76802
C 0.09840 -2.75264 -0.08393
C 2.49005 -3.49666 -1.81898
N -0.15253 -4.89780 -2.18671
Si 0.09684 -6.33119 -1.22836
C -0.50432 -6.13813 0.53728
C 1.88899 -6.88307 -1.19957
C -0.90055 -7.74094 -1.99967
H 0.57357 -1.13020 -2.80582
H 0.40851 -2.38941 -4.04540
H -0.98380 -1.95049 -3.02944
H 0.42281 -1.71464 0.04060
H 0.54753 -3.33269 0.72538
H -0.98970 -2.78040 0.02665
H 2.83117 -3.96687 -2.74564
H 2.88650 -4.06158 -0.97275
H 2.92375 -2.49255 -1.77147
H 0.16166 -5.50037 1.12261
H -0.53779 -7.11397 1.03256
H -1.51107 -5.71163 0.56444
H 2.30883 -6.90301 -2.20909
H 1.96472 -7.89380 -0.78360
H 2.50350 -6.22905 -0.57699
H -0.57126 -7.93009 -3.02709
H -1.96690 -7.49608 -2.01500
H -0.76582 -8.66008 -1.42174
*
```

Results
**LUMO**: -3.9 eV
**Gap between HOMO and LUMO**: 1.48 eV
**Energy relative to the best compared isomer or geometry (same formula, charge and spin)**: 19.420 eV
**HOMO energy**: -5.411 eV


Entry 3:
Entry from the Open Molecules 2025 dataset: a cluster of 2 separate species, C17H21FNO4S in total in a non-equilibrium geometry (the ωB97M-V functional and the def2-TZVPD basis).

The geometry in ORCA input format:
```
! RIJCOSX wB97M-V def2-TZVPD def2/J DEFGRID3
* xyz -1 1
C -4.80945 0.56929 1.01327
C -4.23268 -0.70018 1.31690
C -3.53579 -2.17292 1.38356
C -1.90389 -2.20276 1.49119
C -1.35852 -2.04575 3.06510
S -0.15603 -3.48087 3.44201
C -0.50857 -0.67208 3.32976
C -1.20597 0.50233 2.42324
C -0.98590 0.10456 0.85576
N -1.15697 -1.34626 0.50076
C -1.71770 -1.53479 -0.92455
C -0.49198 -1.56689 -2.06309
C -0.14216 -0.07073 -2.65104
F -0.86634 -2.51249 -3.18041
H -5.22462 1.68309 0.91854
H -3.86655 -2.90021 0.49815
H -3.94649 -2.70029 2.37208
H -1.59879 -3.32693 1.21537
H -2.25181 -2.19668 3.83098
H 0.03690 -4.27383 2.29961
H -0.56433 -0.33483 4.45170
H 0.64508 -0.81399 3.06146
H -0.60695 1.51196 2.64183
H -2.31183 0.72257 2.74294
H 0.08196 0.49895 0.50157
H -1.77126 0.74534 0.22857
H -0.17527 -1.75599 0.43991
H -2.25233 -2.59405 -1.05148
H -2.49841 -0.71612 -1.22245
H 0.51937 -1.99493 -1.61525
H -0.32633 0.74537 -1.83230
H 1.01058 -0.09318 -2.95856
H -0.80001 0.08980 -3.63321
C 3.10335 3.84010 -2.18420
C 2.62963 2.82911 -1.43579
C 3.68998 1.79207 -1.07808
O 3.49383 0.82086 -0.34067
C 5.05079 1.94957 -1.65575
C 5.52121 2.95442 -2.41550
C 4.48867 4.04603 -2.68388
O 4.72467 5.09283 -3.29510
O 6.68347 3.08817 -2.90838
O 1.44649 2.65632 -1.00978
H 2.42539 4.63290 -2.48011
H 5.71557 1.13110 -1.40467
*
```

Results
**LUMO**: 0.7 eV
**Gap between HOMO and LUMO**: 2.61 eV
**HOMO energy**: -1.918 eV


Entry 4:
Entry from the Open Molecules 2025 dataset: a structure of composition C18H15Cl5N2ORuS4Si (the ωB97M-V functional and the def2-TZVPD basis).

The geometry in ORCA input format:
```
! RIJCOSX wB97M-V def2-TZVPD def2/J DEFGRID3
* xyz -2 5
Ru -0.36739 1.53215 0.43348
Cl -1.01783 0.25003 3.61108
C -2.25374 -0.17811 2.46421
C -2.18213 0.32393 1.16389
C -3.22879 -0.07693 0.33621
Cl -3.29126 0.49526 -1.30930
C -4.25930 -0.93015 0.73924
Cl -5.51926 -1.40690 -0.35354
C -4.27709 -1.40690 2.04198
Cl -5.54612 -2.45993 2.57541
C -3.26665 -1.02139 2.91624
Cl -3.29740 -1.60839 4.54861
S -1.27444 3.41465 -0.90320
C -0.78615 2.49338 -2.26614
S 0.15645 1.10551 -1.83195
C -1.11384 2.79389 -3.58247
C -1.88088 3.94427 -3.92113
N -2.49685 4.86759 -4.23838
C -0.69129 1.97262 -4.66555
N -0.35383 1.33008 -5.56349
S 0.95108 2.59006 2.11245
C 1.60280 1.54938 0.99199
C 6.72142 0.09684 1.35997
Si 5.45853 -0.27015 0.01384
C 6.14871 0.37225 -1.61281
C 5.31813 -2.13871 -0.14980
C 3.88515 0.47532 0.41414
C 2.79660 0.99401 0.68992
H 7.68949 -0.35635 1.12801
H 6.37956 -0.29204 2.32068
H 6.86247 1.17379 1.46665
H 7.09354 -0.11546 -1.86978
H 6.31868 1.44891 -1.55749
H 5.43653 0.19252 -2.42008
H 6.28179 -2.59006 -0.40287
H 4.60368 -2.39474 -0.93486
H 4.96628 -2.58080 0.78416
C -0.60876 -2.26939 -1.08830
S 0.81333 -1.80135 -0.09509
C 1.60537 -3.42256 -0.14581
O 0.32353 -1.65236 1.29939
H -0.27428 -2.54444 -2.08862
H -1.24630 -1.39109 -1.15929
H -1.13086 -3.09122 -0.59532
H 1.88245 -3.67419 -1.16924
H 0.91874 -4.16070 0.26993
H 2.49983 -3.34949 0.46956
*
```

Results
**LUMO (alpha / beta)**: 4.0 / 4.0 eV
**Gap between HOMO and LUMO (alpha / beta)**: 4.88 / 6.61 eV
**HOMO energy (alpha / beta)**: -0.874 / -2.610 eV